This record from the OMol25 dataset describes C13H14MnN2O9 as an isolated structure in a non-equilibrium geometry. The level of theory is ωB97M-V/def2-TZVPD.

Computed properties:
Energy above the lowest of the compared OMol25 structures with the same formula, charge and spin   0.534 eV
Electronic energy   -2441.59367 Eh
Spin multiplicity   6
Charge   0
LUMO (alpha / beta)   -1.285 / -1.370 eV

XYZ file:
```
39
Properties=species:S:1:pos:R:3:mulliken_charge:R:1
Mn -0.0902 0.2496 1.0517 1.057
O 2.2970 0.3724 1.4052 -0.481
C 2.8545 -0.9381 1.6113 -0.726
C 2.4672 -1.8743 0.4863 -0.698
N 1.0261 -2.0224 0.4103 0.761
C 0.4844 -2.8798 1.4710 -0.818
C 0.0874 -2.1498 2.7655 0.370
O 0.0095 -2.7810 3.8046 -0.726
O -0.1381 -0.8914 2.5995 -0.730
C 0.4905 -2.2957 -0.9146 -0.945
C -0.8422 -1.5838 -1.1875 0.525
O -1.4136 -1.8071 -2.2484 -0.729
O -1.2252 -0.7637 -0.2681 -0.592
H 2.5807 0.6832 0.5358 0.383
H 2.4671 -1.2784 2.5664 0.347
H 3.9396 -0.8745 1.6877 0.421
H 2.9894 -2.8326 0.6268 0.415
H 2.8166 -1.4415 -0.4551 0.365
H 1.1896 -3.6729 1.7401 0.325
H -0.4247 -3.3625 1.1102 0.444
H 0.3446 -3.3618 -1.1170 0.419
H 1.1906 -1.9227 -1.6645 0.340
O 0.8258 1.1441 -3.3811 -0.473
C 0.7179 1.1379 -2.0587 -0.116
O 1.5220 0.6600 -1.3191 -0.378
C -0.5577 1.8012 -1.5956 0.791
C -1.5137 2.2028 -2.5085 -0.458
C -2.6813 2.7722 -2.0378 -0.821
C -2.8236 2.9158 -0.6774 -0.714
C -1.8127 2.4585 0.1524 1.280
N -0.7005 1.9005 -0.2951 -0.324
C -1.8925 2.4838 1.6672 0.564
O -2.8061 3.2471 2.2527 -0.460
O -1.1355 1.8330 2.3281 -0.473
H 1.6342 0.6571 -3.6036 0.379
H -1.3396 2.0456 -3.5635 0.520
H -3.4655 3.0836 -2.7143 0.452
H -3.7326 3.3482 -0.2807 0.208
H -3.3393 3.7374 1.6176 0.297
```